Record 1
14
Properties=species:S:1:pos:R:3 method="wB97M-V/def2-TZVPD" charge=0 e_tot_ha=-647.49839 e_homo_ev="-7.413 / -8.408" relative_energy_kcal_mol=99.6
C -0.53 1.35 0.07
C -0.99 0.18 -0.65
C -0.80 -1.29 0.05
C 0.48 -1.38 0.73
C 1.83 0.93 -0.01
N 0.74 1.58 0.30
S 1.80 -0.81 -0.27
H -1.07 2.15 0.59
H -1.96 0.42 -1.18
H -0.27 0.08 -1.42
H -1.63 -1.52 0.73
H -0.91 -2.07 -0.59
H 0.41 -0.86 1.68
H 2.92 1.25 -0.03

---

Record 2
107
Properties=species:S:1:pos:R:3 method="wB97M-V/def2-TZVPD" charge=+2 e_tot_ha=-3147.87368 e_homo_ev=-14.129 relative_energy_kcal_mol=0.0
Cd 0.34 -0.13 0.01
C 2.46 2.62 0.55
N 1.29 2.04 1.21
C 1.54 1.74 2.62
C 0.62 0.67 3.18
C 0.58 0.47 4.56
C -0.25 -0.51 5.07
C -1.04 -1.24 4.20
C -0.94 -0.99 2.85
N -0.11 -0.06 2.34
C 0.07 2.86 1.05
C -0.35 2.94 -0.40
C -0.58 4.14 -1.03
C -0.96 4.14 -2.37
C -1.08 2.93 -3.03
C -0.82 1.77 -2.33
N -0.47 1.77 -1.04
C 3.16 1.68 -0.42
C 4.47 1.95 -0.79
C 5.09 1.14 -1.72
C 4.38 0.06 -2.26
C 3.09 -0.15 -1.82
N 2.49 0.64 -0.91
H 3.18 2.97 1.28
H 2.16 3.50 -0.02
H 1.43 2.64 3.24
H 2.58 1.41 2.73
H 1.20 1.08 5.20
H -0.30 -0.68 6.14
H -1.73 -2.00 4.56
H -1.54 -1.52 2.13
H 0.21 3.86 1.46
H -0.73 2.38 1.62
H -0.48 5.07 -0.48
H -1.14 5.08 -2.88
H -1.36 2.89 -4.07
H -0.89 0.80 -2.80
H 4.99 2.79 -0.35
H 6.11 1.33 -2.03
H 4.82 -0.60 -2.99
H 2.50 -0.97 -2.19
C -5.32 -0.08 0.79
C -4.86 -0.36 -0.62
C -5.98 -0.39 -1.63
O -4.24 -1.70 -0.63
P -2.70 -1.88 -0.88
O -1.88 -0.86 -0.16
C -2.42 -1.88 -2.65
P -0.68 -2.16 -3.06
O 0.21 -1.48 -2.07
O -0.36 -3.68 -3.05
C -0.98 -4.83 -3.75
C -1.87 -5.55 -2.75
C -1.71 -4.46 -5.03
O -0.61 -1.60 -4.52
C 0.60 -1.29 -5.30
C 0.95 0.16 -5.09
C 1.75 -2.24 -5.00
O -2.43 -3.38 -0.56
C -2.51 -3.94 0.80
C -3.56 -5.02 0.77
C -1.13 -4.44 1.17
H -5.79 0.90 0.84
H -4.47 -0.09 1.48
H -6.04 -0.84 1.11
H -4.10 0.37 -0.91
H -6.74 -1.13 -1.35
H -5.62 -0.63 -2.63
H -6.46 0.59 -1.68
H -2.70 -0.90 -3.06
H -3.06 -2.64 -3.10
H -0.13 -5.46 -3.99
H -2.77 -4.97 -2.53
H -1.33 -5.73 -1.82
H -2.17 -6.50 -3.18
H -2.57 -3.81 -4.84
H -2.08 -5.37 -5.48
H -1.06 -3.96 -5.74
H 0.26 -1.44 -6.33
H 1.30 0.33 -4.06
H 0.09 0.80 -5.28
H 1.75 0.45 -5.78
H 2.04 -2.18 -3.95
H 2.60 -1.96 -5.61
H 1.50 -3.28 -5.23
H -2.84 -3.14 1.48
H -3.28 -5.80 0.06
H -4.53 -4.61 0.48
H -3.66 -5.47 1.76
H -0.87 -5.30 0.56
H -1.12 -4.74 2.22
H -0.38 -3.66 1.02
N 6.16 -1.62 2.71
C 5.03 -1.02 2.28
O 4.74 0.14 2.53
C 4.10 -1.84 1.42
C 4.45 -2.89 0.59
C 3.47 -3.46 -0.21
C 2.18 -2.95 -0.18
N 1.84 -1.93 0.63
C 2.78 -1.42 1.42
H 6.80 -1.08 3.28
H 6.34 -2.59 2.57
H 5.47 -3.24 0.53
H 3.70 -4.29 -0.87
H 1.41 -3.34 -0.82
H 2.50 -0.61 2.07

---

Record 3
79
Properties=species:S:1:pos:R:3 method="wB97M-V/def2-TZVPD" charge=+4 e_tot_ha=-2600.93292 e_homo_ev="-19.423 / -20.021" relative_energy_kcal_mol=0.0 multiplicity=5
Pd -0.09 -0.74 -1.53
P 0.55 -2.68 -2.44
P 2.16 -0.08 -0.28
P -2.43 0.09 -1.59
H 1.35 3.00 -1.27
C 0.39 3.38 -0.90
C 0.17 3.72 0.38
H 0.99 3.79 1.10
C 1.63 -2.80 -3.86
C 1.28 -3.51 -1.00
C -1.01 -3.46 -2.92
C 2.83 1.46 0.48
C 2.63 -1.20 1.12
C 3.54 -0.47 -1.44
C -2.79 1.75 -0.84
C -3.37 -0.93 -0.37
C -3.58 0.10 -3.03
H -0.43 3.33 -1.63
H -0.86 3.90 0.73
H 1.03 -2.81 -4.78
H 2.16 -3.77 -3.74
H 2.36 -1.98 -3.94
H 1.28 -4.58 -1.26
H 0.66 -3.33 -0.09
H 2.30 -3.13 -0.82
H -0.73 -4.43 -3.34
H -1.49 -2.81 -3.67
H -1.66 -3.57 -2.04
H 3.92 1.40 0.53
H 2.44 1.54 1.50
H 2.54 2.36 -0.06
H 3.57 -1.72 0.90
H 1.83 -1.92 1.29
H 2.76 -0.61 2.03
H 4.48 -0.02 -1.08
H 3.30 -0.06 -2.42
H 3.68 -1.56 -1.53
H -3.83 2.07 -1.01
H -2.13 2.51 -1.27
H -2.60 1.71 0.23
H -4.43 -0.67 -0.29
H -2.90 -0.81 0.61
H -3.26 -1.98 -0.67
H -4.55 0.60 -2.84
H -3.78 -0.92 -3.41
H -3.12 0.66 -3.85
C -0.03 1.10 -5.11
C 0.59 0.50 -6.21
C 0.14 0.80 -7.49
C -0.87 1.75 -7.69
C -1.33 2.48 -6.58
C -0.92 2.17 -5.30
O 0.18 0.54 -3.86
H -0.09 1.21 -3.17
H 1.43 -0.17 -6.02
H 0.68 0.37 -8.34
H -1.23 2.02 -8.69
H -1.99 3.33 -6.70
H -1.33 2.67 -4.42
C 0.33 2.19 4.71
C -0.67 1.15 4.29
N -0.19 0.43 3.09
C -0.44 -0.91 2.95
S -0.77 -1.55 1.41
N -0.39 -1.68 4.09
C 0.77 -1.53 5.03
C 0.49 -2.32 6.29
H 1.33 1.77 4.84
H 0.00 2.61 5.66
H 0.41 3.00 3.98
H -0.87 0.41 5.09
H -1.64 1.61 4.04
H -0.30 0.97 2.22
H -0.61 -2.67 3.91
H 1.68 -1.88 4.52
H 0.89 -0.46 5.23
H 0.39 -3.38 6.08
H 1.30 -2.20 7.01
H -0.43 -1.96 6.76

---

Record 4
47
Properties=species:S:1:pos:R:3 method="wB97M-V/def2-TZVPD" charge=+2 e_tot_ha=-5470.36504 e_homo_ev=-13.474
C 0.44 0.42 3.71
C 0.78 1.54 2.77
O -0.04 1.42 1.58
B -0.28 2.45 0.75
O 0.04 3.76 0.97
C -1.15 2.03 -0.57
C -2.62 1.63 -0.24
C -2.99 1.73 1.23
O -3.00 0.82 1.98
Br -3.42 3.51 1.77
O -1.24 3.14 -1.48
P -1.48 2.61 -3.02
I -2.24 4.97 -3.69
O -1.27 1.01 -2.65
C -0.43 1.00 -1.51
C 0.02 -0.36 -1.00
C -1.03 -1.23 -0.31
C -0.70 -2.73 -0.22
C 0.62 -2.99 0.43
O 0.98 -2.62 1.50
O 1.46 -3.85 -0.31
C 2.74 -3.40 -0.66
C 3.80 -3.42 0.44
H 0.42 -0.54 3.19
H -0.52 0.58 4.20
H 1.20 0.36 4.49
H 0.60 2.51 3.22
H 1.82 1.48 2.45
H 0.90 4.09 0.69
H -2.84 0.60 -0.52
H -3.28 2.29 -0.79
H -0.20 2.94 -3.51
H -1.77 2.27 -4.48
H -2.93 2.52 -3.03
H 0.48 1.55 -1.80
H 0.86 -0.17 -0.33
H 0.42 -0.90 -1.87
H -1.97 -1.17 -0.86
H -1.20 -0.86 0.70
H -0.77 -3.23 -1.18
H -1.44 -3.17 0.46
H 3.06 -4.13 -1.43
H 2.73 -2.45 -1.20
H 4.02 -2.41 0.78
H 4.73 -3.89 0.11
H 3.42 -3.98 1.30
Lu 3.31 -5.75 -2.02

---

Record 5
20
Properties=species:S:1:pos:R:3 method="wB97M-V/def2-TZVPD" charge=-1 e_tot_ha=-783.21037 e_homo_ev=-3.618 relative_energy_kcal_mol=7.1
C -0.89 -1.79 -0.62
C -2.18 -1.04 -0.36
S -1.88 0.75 -0.02
H -0.09 -1.52 0.08
H -0.39 -1.44 -1.53
H -0.93 -2.89 -0.54
H -2.67 -1.46 0.52
H -2.84 -1.11 -1.22
H 0.74 0.40 2.59
H -0.37 -0.36 1.87
O 0.29 -0.46 2.58
H 2.08 -0.03 -1.30
H 2.29 -0.49 0.13
O 2.77 -0.35 -0.69
H 1.02 2.31 -2.00
H 0.00 1.22 -1.52
O 0.91 1.37 -1.86
H -0.02 2.04 1.17
H 1.39 2.61 1.04
O 0.78 2.24 1.68

---

Record 6
106
Properties=species:S:1:pos:R:3 method="wB97M-V/def2-TZVPD" charge=0 e_tot_ha=-1963.38980 e_homo_ev=-7.643 relative_energy_kcal_mol=264.3
C 2.41 3.24 -3.57
O 2.70 1.85 -3.25
H 2.78 3.97 -2.88
H 1.31 3.48 -3.58
H 2.84 3.46 -4.56
H 2.12 1.69 -2.48
C -1.04 4.55 -2.63
O -2.29 4.27 -3.23
H -1.32 5.17 -1.76
H -0.41 5.06 -3.25
H -0.76 3.55 -2.27
H -2.56 4.93 -3.85
C 0.83 -0.43 4.87
O 0.19 -0.39 3.64
H 1.33 0.50 4.97
H 1.53 -1.23 5.11
H 0.00 -0.53 5.62
H -0.33 -1.12 3.46
C -0.22 -3.34 -1.74
O -0.62 -2.06 -2.09
N -0.16 -4.25 -2.68
N 0.20 -3.68 -0.58
H -0.20 -3.91 -3.64
H 0.22 -5.21 -2.54
H 0.04 -3.14 0.23
H 0.66 -4.63 -0.42
C -1.03 0.70 -3.71
O -0.37 -0.15 -4.58
N -1.60 1.78 -4.09
N -1.16 0.48 -2.43
H -1.62 2.14 -5.09
H -1.82 2.55 -3.41
H -0.89 -0.44 -2.11
H -1.49 1.15 -1.70
C -2.13 1.81 4.00
C -2.70 0.67 4.80
C -2.65 0.91 6.30
O -3.85 0.44 4.45
H -1.10 1.88 4.39
H -2.57 2.80 4.22
H -2.02 1.70 2.91
H -2.24 -0.28 4.57
H -1.61 1.00 6.73
H -3.20 0.20 6.98
H -3.09 1.90 6.54
H -4.11 -0.39 4.90
C 1.88 -0.02 -0.45
C 1.40 0.90 0.56
C 1.36 2.33 -0.03
O 0.28 0.68 1.11
H 1.40 0.09 -1.40
H 1.48 -1.09 -0.20
H 2.95 -0.06 -0.49
H 2.09 0.82 1.36
H 0.62 2.34 -0.88
H 2.32 2.49 -0.48
H 1.08 3.11 0.70
H 0.37 0.58 2.10
C -3.96 2.64 0.63
C -2.69 3.17 -0.02
C -1.95 4.13 0.86
O -1.84 2.31 -0.41
H -4.73 3.47 0.82
H -3.80 2.19 1.56
H -4.46 1.91 0.02
H -3.03 3.61 -0.94
H -2.01 3.70 1.88
H -2.35 5.15 0.60
H -0.96 4.30 0.68
H -1.70 1.72 0.31
C 3.62 -1.92 2.01
C 3.51 -3.10 1.07
C 4.91 -3.48 0.56
O 2.89 -4.11 1.55
H 4.08 -2.01 3.02
H 2.67 -1.33 2.13
H 4.25 -1.24 1.47
H 2.96 -2.82 0.11
H 5.63 -3.86 1.32
H 5.48 -2.66 0.23
H 4.85 -4.15 -0.25
H 2.36 -3.82 2.25
C 4.30 -2.49 -2.99
C 2.91 -2.89 -3.05
C 2.12 -1.77 -3.78
O 2.52 -3.92 -3.63
H 4.57 -2.03 -3.99
H 4.98 -3.18 -2.44
H 4.25 -1.61 -2.32
H 2.41 -2.99 -2.06
H 2.05 -0.94 -3.08
H 1.08 -2.08 -3.92
H 2.54 -1.40 -4.65
H 2.51 -4.59 -2.95
C -3.27 -2.81 0.02
C -2.62 -1.47 0.09
C -3.30 -0.58 1.10
O -1.48 -1.45 0.54
H -2.78 -3.60 -0.57
H -4.29 -2.62 -0.24
H -3.25 -3.33 0.94
H -2.56 -1.05 -0.91
H -3.54 -1.14 2.02
H -4.37 -0.35 0.66
H -2.73 0.36 1.22
H -0.96 -0.78 0.03

---

> Which of these has the highest charge?

C22H49N2OP3PdS

---

> Which of these has the lowest charge?

C2H13O4S

---

> The highest charge belongs to which entry?

C22H49N2OP3PdS

---

> Among the records above, which one has the lowest charge?

C2H13O4S